Record 1
Density functional theory data (ωB97M-V with the def2-TZVPD basis set) for a single C5H10OS molecule in a non-equilibrium geometry.

Computed properties:
Kohn-Sham gap (eV): 9.681
Energy above the lowest of the compared OMol25 structures with the same formula, charge and spin (kcal per mole): 45.4
Electronic energy (a.u.): -669.86412
SMILES: C=C(C)[C@@H](O)SC

Atoms and positions in Å:
C1 1.24460 0.64679 1.82651
C2 0.07439 0.28074 1.28237
C3 -1.24863 0.55030 1.86381
C4 0.25596 -0.54631 -0.14873
O1 -0.70081 -1.50446 -0.09583
S1 -0.00261 0.73463 -1.44266
C5 0.39051 -0.21325 -2.98213
H1 2.01771 0.46841 1.20862
H2 1.43142 1.32401 2.63080
H3 -1.95036 -0.23916 1.75674
H4 -1.08238 0.52754 2.90857
H5 -1.65434 1.51992 1.57111
H6 1.19891 -1.18653 -0.14998
H7 -1.53069 -1.18653 -0.55353
H8 -0.11656 0.21419 -3.87375
H9 0.18804 -1.30280 -2.73475
H10 1.48484 -0.08750 -3.06717

Force components x, y, z for each atom (eV/Å):
-3.074 0.561 0.141
2.692 -0.548 -1.733
0.092 0.297 -0.062
0.378 1.542 2.681
-3.130 -1.433 -1.764
0.135 -0.694 -0.059
0.713 -0.579 1.003
3.093 -0.688 -1.637
-0.328 -0.001 0.793
-0.765 -0.643 -0.769
0.067 0.543 1.316
-0.124 -0.160 -0.082
-0.558 1.681 -0.194
1.272 -0.428 0.823
0.153 -0.556 0.793
-0.072 1.342 -0.827
-0.545 -0.237 -0.421

Löwdin atomic charge list, values in e, 5 entries:
1 C 0.043
2 C -0.336
3 C -0.069
4 C -0.652
5 O -0.114

=====

Record 2
Density functional theory data (ωB97M-V with the def2-TZVPD basis set) for a gas-phase ion, C3H10NS (charge +1) in a non-equilibrium geometry.

Computed properties:
Kohn-Sham gap (spin up / spin down) (eV): 8.150 / 8.957
Energy above the lowest of the compared OMol25 structures with the same formula, charge and spin (kcal per mole): 9.4
Total charge: +1
Electronic energy (a.u.): -572.79846
2S+1: 3

Atoms and positions in Å:
C1 0.49933 -1.13551 -0.61330
C2 -0.83115 0.89323 -0.91990
C3 -0.44075 -0.05868 1.31634
N1 0.12487 0.19821 -0.05806
S1 1.65884 1.25276 0.08351
H1 0.97167 -1.68708 0.20662
H2 -0.52624 -1.56204 -0.90779
H3 0.95830 -1.12383 -1.63380
H4 -0.82149 1.93893 -0.70210
H5 -0.22435 0.86795 -1.84279
H6 -1.85331 0.45390 -1.00426
H7 -0.77409 0.78775 1.82118
H8 -1.20443 -0.88663 1.13097
H9 0.41997 -0.53535 1.86581
H10 2.04282 0.59639 1.25757

Force components x, y, z for each atom (eV/Å):
-2.305 -0.455 -1.207
1.161 -0.217 -1.700
1.242 -3.769 -1.329
-4.111 -2.913 1.610
4.492 2.758 0.712
0.153 -0.204 -0.804
1.420 -0.048 0.858
0.463 0.437 1.240
-0.514 0.704 0.663
-1.211 0.009 -0.504
1.048 0.179 0.182
-0.770 1.505 0.533
0.632 1.381 0.777
-1.071 0.475 -0.083
-0.628 0.161 -0.948

Löwdin atomic charge list, values in e, 5 entries:
1 C -0.064
2 C -0.086
3 C -0.052
4 N -0.731
5 S 0.996

=====

Record 3
Density functional theory data (ωB97M-V with the def2-TZVPD basis set) for a molecular structure, C39H30N9O6Se2Y in a non-equilibrium geometry.

Computed properties:
Kohn-Sham gap (eV): 7.243
Energy above the lowest of the compared OMol25 structures with the same formula, charge and spin (kcal per mole): 19.7
Total charge: +2
Electronic energy (a.u.): -7289.42154

Atoms and positions in Å:
Y1 0.60743 0.15641 1.53325
Se1 4.90248 1.68207 7.84048
N1 4.15787 0.21350 7.23352
C1 3.35840 0.54859 6.25007
C2 2.57237 -0.39326 5.48488
C3 2.53068 -1.76053 5.77568
C4 1.78682 -2.59839 4.97565
C5 1.11342 -2.05507 3.88856
N2 1.11740 -0.75480 3.61079
C6 1.82221 0.08396 4.40246
C7 1.74522 1.51979 4.11379
N3 0.92837 1.91268 3.10821
C8 0.74023 3.21420 2.91598
C9 1.38153 4.19548 3.66235
C10 2.26087 3.80954 4.64943
C11 2.44617 2.44613 4.89832
C12 3.30635 1.95194 5.95045
N4 4.06449 2.71610 6.69873
H1 3.08807 -2.12283 6.62960
H2 1.73105 -3.65888 5.17358
H3 0.54631 -2.68619 3.21324
H4 0.03884 3.48816 2.13726
H5 1.18646 5.23898 3.46073
H6 2.79511 4.53165 5.25264
O1 -5.14828 -1.30120 0.56278
C13 -5.09198 -0.69572 1.73494
O2 -6.05812 -0.45360 2.40098
C14 -3.73781 -0.26029 2.21976
C15 -3.58437 0.51501 3.35220
N5 -2.27773 0.77333 3.48723
N6 -1.55315 0.21730 2.51681
C16 -2.42604 -0.42594 1.73239
C17 -1.87540 -1.23041 0.58580
O3 -2.63375 -1.79925 -0.18010
O4 -0.58433 -1.26811 0.50147
H7 -4.26401 -1.53271 0.19748
H8 -4.33356 0.87767 4.03689
H9 -1.82990 1.28924 4.22605
C18 5.42583 -1.05927 -1.25885
N7 4.08195 -1.52367 -1.55489
C19 3.04790 -1.53560 -0.70816
Se2 3.05938 -0.92517 1.04602
N8 1.97820 -2.05586 -1.34435
C20 2.32840 -2.37840 -2.65467
C21 1.60849 -2.89404 -3.72113
C22 2.27922 -3.03250 -4.92353
C23 3.62151 -2.66814 -5.05878
C24 4.34280 -2.16101 -3.99390
C25 3.66955 -2.02087 -2.78925
H10 5.55854 -1.00524 -0.18297
H11 5.58673 -0.07106 -1.68949
H12 6.14431 -1.75774 -1.68186
H13 1.12190 -2.30368 -0.86444
H14 0.57175 -3.18855 -3.63327
H15 1.75194 -3.43129 -5.77924
H16 4.09912 -2.76917 -6.02326
H17 5.37773 -1.86702 -4.10228
C26 -2.86351 -3.09162 -5.36997
O5 -2.41659 -1.99207 -4.57672
C27 -3.32361 -1.05119 -4.21346
C28 -4.64288 -1.02129 -4.63419
C29 -5.50500 -0.06170 -4.12813
C30 -5.06294 0.87050 -3.20037
C31 -3.73915 0.87378 -2.80629
C32 -2.85829 -0.06980 -3.32149
N9 -1.52256 -0.23923 -2.88972
C33 -0.71416 0.46981 -2.15922
C34 -0.80289 1.81878 -1.74025
C35 -1.59170 2.75972 -2.44190
C36 -1.50434 4.09869 -2.18668
C37 -0.60141 4.55810 -1.22789
C38 0.19254 3.67855 -0.53043
C39 0.10355 2.28638 -0.71486
O6 0.83958 1.48324 0.03956
H18 -3.74430 -3.56193 -4.93273
H19 -2.04730 -3.80911 -5.37902
H20 -3.07608 -2.76876 -6.38948
H21 -5.01341 -1.75911 -5.33104
H22 -6.53667 -0.05423 -4.45137
H23 -5.76065 1.57323 -2.76814
H24 -3.39384 1.57244 -2.05691
H25 -1.18458 -1.15431 -3.17142
H26 0.20561 -0.02673 -1.87704
H27 -2.23563 2.41550 -3.24044
H28 -2.10177 4.80263 -2.74849
H29 -0.51605 5.61988 -1.03701
H30 0.93302 4.04359 0.16907

Force components x, y, z for each atom (eV/Å):
0.041 -0.358 0.689
0.298 0.059 0.351
-0.214 -0.544 -0.145
0.226 0.391 0.226
-0.257 -0.135 -0.328
0.041 0.130 -0.012
0.010 -0.017 0.044
-0.056 0.031 0.019
0.519 -0.184 1.107
0.172 -0.404 0.310
0.076 0.380 0.163
0.196 0.283 0.696
-0.044 0.064 -0.040
0.007 0.019 0.023
-0.006 -0.111 -0.011
-0.279 0.002 -0.334
0.240 -0.244 0.355
-0.268 0.440 -0.367
0.007 -0.058 -0.026
-0.010 -0.005 -0.019
0.020 -0.018 0.009
0.053 -0.028 -0.036
-0.005 -0.001 -0.002
0.007 0.005 0.000
-0.242 -0.141 -0.111
0.180 0.004 0.083
-0.035 0.062 -0.016
0.076 -0.006 -0.159
-0.104 -0.061 -0.042
-0.132 0.055 -0.009
-0.440 -0.256 -0.207
-0.149 0.014 0.232
-0.332 -0.290 -0.179
-0.017 0.065 -0.113
-0.607 -0.427 -0.329
0.093 0.085 0.071
0.017 -0.008 0.016
0.073 0.062 -0.012
0.146 0.183 -0.063
-0.083 0.022 0.103
-0.182 0.089 0.032
1.173 -0.725 0.036
0.083 -0.081 -0.037
0.170 0.089 -0.065
-0.088 -0.052 -0.033
-0.034 -0.011 0.032
0.027 0.047 -0.037
0.082 0.080 0.049
-0.263 -0.153 -0.140
-0.018 -0.036 -0.006
-0.015 -0.019 -0.007
-0.024 -0.033 0.026
-0.020 0.141 -0.013
-0.049 -0.015 0.082
0.008 0.005 0.003
0.031 -0.046 0.023
0.002 -0.021 -0.016
0.005 -0.123 -0.081
0.106 0.095 0.106
0.122 0.069 -0.003
-0.101 -0.078 -0.036
0.039 0.037 0.002
-0.111 -0.023 -0.012
-0.157 -0.348 0.355
-0.447 -0.014 -0.029
0.146 -0.254 0.048
0.233 0.017 0.076
0.293 0.514 0.556
0.365 0.182 -0.243
-0.183 0.156 -0.169
0.082 -0.060 0.121
0.139 -0.127 0.158
-0.087 0.204 -0.487
-0.647 1.541 -2.211
0.009 0.029 0.039
-0.005 0.057 -0.020
-0.025 0.021 0.019
0.029 0.035 -0.010
-0.005 -0.012 0.003
0.046 0.068 -0.026
-0.383 -0.272 -0.005
0.078 -0.032 0.022
-0.013 -0.242 -0.018
0.353 0.260 0.010
-0.012 -0.021 -0.013
0.039 0.013 -0.025
-0.014 -0.007 0.008

Löwdin atomic charge list, values in e, 5 entries:
1 Y 1.201
2 Se 1.227
3 N -0.217
4 C -0.334
5 C -0.066